149
Properties=species:S:1:pos:R:3 method="wB97M-V/def2-TZVPD" de_lowest_kcal_mol=16.2 total_charge=-2 molar_mass_g_mol=1070.36 homo_ev=-1.981 spin_multiplicity=1 homo_lumo_gap_ev=5.662 total_energy_ha=-5366.8798
K 0.555 1.482 -0.035
C 3.701 3.317 -0.189
O 3.113 2.131 0.309
C 3.525 0.909 -0.188
C 3.638 -0.113 0.772
C 3.281 0.126 2.226
C 2.268 -0.832 2.832
C 2.428 -1.305 4.124
C 1.424 -2.009 4.793
C 0.220 -2.192 4.105
C 0.005 -1.744 2.812
C -1.411 -1.865 2.237
C -1.626 -1.829 0.725
C -1.642 -3.076 0.111
C -1.770 -3.259 -1.260
C -1.794 -2.114 -2.040
C -1.745 -0.832 -1.502
C -1.613 0.361 -2.467
C -0.304 0.348 -3.263
C -0.085 -0.594 -4.258
C 1.141 -0.778 -4.902
C 2.208 -0.029 -4.407
C 2.041 0.935 -3.428
C 3.241 1.536 -2.718
C 3.662 0.632 -1.548
C 4.078 -0.658 -1.901
C 4.232 -1.679 -0.983
C 4.003 -1.377 0.361
C 4.477 -3.127 -1.401
C 5.682 -3.702 -0.645
C 4.738 -3.261 -2.902
C 3.217 -3.942 -1.064
C 0.729 1.311 -2.986
O 0.529 2.397 -2.334
C 1.285 -1.815 -6.015
C 0.286 -1.518 -7.143
C 2.690 -1.821 -6.620
C 1.005 -3.219 -5.462
C -1.777 -0.699 -0.106
O -1.875 0.604 0.322
C -2.330 0.950 1.624
C -1.788 -4.667 -1.856
C -0.359 -5.225 -1.864
C -2.690 -5.589 -1.027
C -2.320 -4.670 -3.292
C 1.065 -1.097 2.104
O 0.940 -0.727 0.897
C 1.579 -2.549 6.215
C 2.963 -2.250 6.798
C 0.533 -1.909 7.142
C 1.383 -4.071 6.224
H 4.661 3.100 -0.665
H 3.852 3.983 0.661
H 3.040 3.800 -0.912
H 2.887 1.138 2.324
H 4.196 0.083 2.830
H 3.363 -1.083 4.629
H -0.605 -2.694 4.609
H -2.039 -1.134 2.737
H -1.801 -2.831 2.574
H -1.527 -3.940 0.757
H -1.842 -2.205 -3.114
H -1.691 1.311 -1.937
H -2.459 0.324 -3.162
H -0.919 -1.222 -4.560
H 3.212 -0.203 -4.780
H 2.982 2.539 -2.400
H 4.084 1.612 -3.414
H 4.181 -0.865 -2.955
H 4.023 -2.159 1.114
H 6.588 -3.141 -0.888
H 5.836 -4.749 -0.923
H 5.536 -3.656 0.434
H 5.607 -2.673 -3.209
H 3.876 -2.934 -3.487
H 4.929 -4.309 -3.145
H 3.008 -3.922 0.006
H 3.335 -4.984 -1.377
H 2.350 -3.516 -1.573
H 0.479 -0.529 -7.566
H -0.739 -1.525 -6.770
H 0.364 -2.262 -7.943
H 2.950 -0.839 -7.021
H 2.739 -2.549 -7.435
H 3.441 -2.098 -5.878
H 0.004 -3.273 -5.036
H 1.717 -3.462 -4.668
H 1.084 -3.977 -6.248
H -3.255 0.420 1.866
H -2.528 2.020 1.587
H -1.566 0.743 2.373
H 0.057 -5.237 -0.854
H 0.286 -4.596 -2.481
H -0.339 -6.244 -2.262
H -2.329 -5.700 -0.005
H -2.723 -6.584 -1.480
H -3.706 -5.192 -0.984
H -1.668 -4.112 -3.964
H -3.319 -4.231 -3.338
H -2.376 -5.696 -3.665
H 3.142 -1.175 6.857
H 3.752 -2.696 6.189
H 3.035 -2.663 7.808
H 0.666 -0.826 7.164
H 0.627 -2.296 8.162
H -0.480 -2.113 6.792
H 2.131 -4.552 5.590
H 0.398 -4.341 5.839
H 1.476 -4.469 7.240
Cl 0.641 5.988 0.668
C 1.892 6.648 -0.357
Cl 3.349 7.171 0.550
H 1.503 7.519 -0.869
H 2.202 5.885 -1.060
C -4.869 2.045 -0.979
C -5.657 3.302 -0.653
C -5.409 4.417 -1.660
O -5.446 3.678 0.722
P -4.240 4.568 1.363
S -4.275 4.091 3.282
S -2.565 4.500 0.341
O -4.819 6.081 1.147
C -5.938 6.530 1.917
C -7.016 7.011 0.959
C -5.455 7.624 2.852
H -5.130 1.693 -1.980
H -5.098 1.255 -0.263
H -3.801 2.247 -0.943
H -6.725 3.058 -0.673
H -4.347 4.654 -1.708
H -5.957 5.319 -1.388
H -5.744 4.084 -2.645
H -6.324 5.701 2.516
H -6.611 7.787 0.305
H -7.862 7.424 1.513
H -7.372 6.186 0.344
H -5.030 8.446 2.271
H -4.687 7.219 3.510
H -6.281 8.006 3.458
C -0.030 1.722 4.506
C 0.208 2.861 3.547
C -0.460 4.173 3.862
O 0.888 2.727 2.551
H 0.340 1.995 5.498
H 0.453 0.809 4.157
H -1.107 1.568 4.611
H -0.669 4.279 4.927
H -1.419 4.214 3.333
H 0.144 5.002 3.500

14
Properties=species:S:1:pos:R:3 method="wB97M-V/def2-TZVPD" de_lowest_kcal_mol=72.9 molar_mass_g_mol=84.12 smiles="[H]/N=N/C(=C)CC" homo_ev=-9.038 spin_multiplicity=1 homo_lumo_gap_ev=9.622 total_energy_ha=-266.6059
H 2.988 1.650 0.956
N 2.241 0.962 0.681
N 1.115 1.434 0.999
C -0.177 0.557 0.520
C -1.307 1.197 0.734
C 0.159 -0.831 0.002
C -0.597 -1.354 -1.166
H -1.197 2.204 0.879
H -2.287 1.006 0.418
H 0.092 -1.506 0.858
H 1.193 -0.967 -0.241
H 0.018 -2.258 -1.465
H -0.512 -0.585 -2.080
H -1.730 -1.509 -1.097

13
Properties=species:S:1:pos:R:3 method="wB97M-V/def2-TZVPD" de_lowest_kcal_mol=66.3 molar_mass_g_mol=85.11 smiles="N/N=C/N1CC1" homo_ev=-8.129 spin_multiplicity=1 homo_lumo_gap_ev=9.372 total_energy_ha=-282.6686
N 2.682 0.023 0.153
N 1.366 0.348 -0.113
C 0.501 -0.601 -0.234
N -0.836 -0.285 -0.569
C -1.407 0.910 -0.124
C -1.988 -0.369 0.334
H 3.083 -0.643 -0.444
H 3.250 0.963 0.220
H 0.682 -1.676 -0.260
H -0.945 1.401 0.729
H -1.840 1.549 -0.964
H -2.819 -0.969 -0.113
H -1.730 -0.650 1.385